The following is a DFT calculation (the ωB97M-V functional and the def2-TZVPD basis) of C26H36Br2N7O5P2SeSn as an isolated structure.

Structure (XYZ):
```
80
Properties=species:S:1:pos:R:3:forces:R:3
Sn 0.296237 -0.611756 -0.184514 -0.4 0.0 0.0
C 5.446022 0.049289 -0.111907 0.1 0.0 0.0
N 4.622268 1.265913 -0.076202 0.0 -0.2 0.1
C 5.398319 2.508253 -0.020895 0.0 0.0 0.0
P 3.105181 1.176040 -0.639299 0.2 0.7 -0.3
O 2.408713 -0.062575 -0.139652 0.0 -0.2 0.2
O 2.491736 2.534526 -0.036252 -0.1 -0.4 0.0
P 0.956499 2.945073 0.253669 -0.2 0.1 -0.1
O -0.065270 1.915233 -0.124245 0.2 0.2 0.0
N 1.017862 3.133537 1.879354 0.0 0.0 0.1
C -0.248676 3.210067 2.608163 0.0 0.1 0.0
C 2.130023 3.794114 2.567177 0.0 0.0 0.0
N 0.788143 4.296675 -0.637448 -0.1 0.0 0.0
C 1.739273 5.403331 -0.508733 -0.1 0.0 0.0
C -0.495833 4.677546 -1.226753 0.1 0.1 0.0
N 2.890682 1.322963 -2.246752 -0.1 -0.2 0.0
C 3.415671 2.500819 -2.942018 0.0 0.0 0.0
C 2.652466 0.168759 -3.118460 0.0 0.0 -0.1
H 6.012749 -0.026959 0.815835 0.0 0.0 0.0
H 6.152615 0.079318 -0.943724 0.0 0.0 0.0
H 4.818493 -0.833951 -0.204719 0.0 0.0 0.0
H 6.002325 2.508427 0.886560 0.0 0.0 0.0
H 4.743839 3.374919 0.003638 0.0 0.0 0.0
H 6.070581 2.591332 -0.877226 0.0 0.0 0.0
H -1.005553 2.612006 2.104150 0.0 0.0 0.0
H -0.605666 4.239308 2.703046 0.0 0.0 0.0
H -0.103348 2.808538 3.612552 0.0 0.0 0.0
H 3.045532 3.709966 1.988410 0.0 0.0 0.0
H 2.291080 3.305437 3.529340 0.0 0.0 0.0
H 1.918794 4.849719 2.753026 0.0 0.0 0.0
H 2.695280 5.051348 -0.126974 0.0 0.0 0.0
H 1.357825 6.181889 0.155775 0.0 0.0 0.0
H 1.905020 5.847858 -1.490551 0.0 0.0 0.0
H -1.162965 3.821501 -1.247112 0.0 0.0 0.0
H -0.339341 5.019108 -2.250581 0.0 0.0 0.0
H -0.960671 5.490907 -0.664758 0.0 0.0 0.0
H 3.564858 3.325330 -2.247580 0.0 0.0 0.0
H 2.699390 2.821019 -3.698981 0.0 0.0 0.0
H 4.363058 2.277644 -3.437256 0.0 0.0 0.0
H 2.357353 -0.699525 -2.534995 0.0 0.0 0.0
H 3.549239 -0.080416 -3.689462 0.0 0.0 0.0
H 1.855483 0.404042 -3.825049 0.0 0.0 0.0
Se -3.123641 1.604483 -0.492257 0.2 0.0 0.0
N -2.605603 -0.062091 -0.079825 -0.3 0.1 0.2
C -3.697538 -0.799592 -0.031567 -0.2 0.0 -0.1
C -3.730266 -2.196574 0.267599 0.0 0.1 0.0
C -4.962322 -2.861628 0.282896 0.1 0.0 0.0
C -6.147803 -2.192699 0.025237 0.0 0.2 0.0
C -6.159836 -0.807602 -0.261352 0.0 -0.2 0.0
C -4.932154 -0.112131 -0.302001 0.0 0.1 0.0
N -4.827636 1.182150 -0.569727 0.0 -0.1 0.0
H -2.802370 -2.716039 0.476985 0.0 0.0 0.0
H -4.990828 -3.920601 0.500419 0.0 0.0 0.0
H -7.084405 -2.733882 0.044823 0.0 0.0 0.0
H -7.086322 -0.275480 -0.439332 0.0 0.0 0.0
Br 0.797774 -9.491044 0.691999 0.0 -0.3 0.0
C 0.702962 -7.704690 0.463522 0.0 0.3 -0.1
C 0.553257 -7.175361 -0.852975 0.0 0.0 0.1
C 0.486409 -5.821626 -1.011215 0.0 0.0 0.0
C 0.555316 -4.975966 0.117094 -0.1 0.0 0.1
C 0.713476 -5.498958 1.418035 0.0 0.0 0.0
C 0.789654 -6.849066 1.603714 0.0 0.0 -0.1
C 0.451547 -3.473316 -0.090066 0.1 0.1 0.0
O 0.502884 -3.043413 -1.247553 0.2 -0.3 -0.1
O 0.326500 -2.748370 0.948120 0.1 0.1 -0.1
H 0.503612 -7.848642 -1.697575 0.0 0.0 0.0
H 0.383882 -5.372992 -1.989693 0.0 0.0 0.0
H 0.775622 -4.813624 2.251820 0.0 0.0 0.0
H 0.919958 -7.281690 2.586043 0.0 0.0 0.0
Br 0.605500 -0.069221 6.750828 0.0 0.0 0.1
C 0.456794 -0.119787 4.895449 0.0 0.0 0.0
C -0.721743 -0.552799 4.297758 0.0 0.1 0.0
C -0.791016 -0.552067 2.921847 -0.1 0.0 -0.1
N 0.211635 -0.143795 2.137624 0.5 -0.2 0.0
C 1.351450 0.247517 2.722644 -0.1 0.1 0.1
C 1.517372 0.276499 4.093732 0.0 0.0 0.0
H -1.559837 -0.881879 4.894542 0.0 0.0 0.0
H -1.690621 -0.886982 2.420219 0.0 0.0 0.0
H 2.154446 0.548484 2.064648 0.0 -0.1 0.1
H 2.455202 0.592301 4.527644 0.0 0.0 0.0
```
Forces are in eV/Å.

The orbital gap (alpha / beta) comes out at 4.0 / 4.4 eV. The largest force on an atom is 0.79 eV Å⁻¹. The charge is +3. For the total energy, the calculation gives -10217.54246 Ha. Its multiplicity is 1. Its relative energy (zero: lowest compared OMol25 entry of this formula, charge and spin) is 0.0035 eV.